6
Properties=species:S:1:pos:R:3:forces:R:3:mulliken_charge:R:1 method="wB97M-V/def2-TZVPD" homo_energy_ev=-16.5 charge=+2
Li 1.78057 -0.67394 -0.39285 -0.51 1.55 -0.20 0.96
Li -0.56920 0.68604 -1.22483 2.17 1.26 0.51 0.92
K -0.01490 0.78503 3.05390 0.12 0.12 -0.13 1.02
K -2.33842 -1.86487 -0.63197 -0.14 -0.42 0.23 1.00
F -0.10990 -0.37593 0.41528 -0.41 -0.49 -0.74 -1.02
F 1.25186 1.44367 -1.21953 -1.23 -2.01 0.33 -0.88


8
Properties=species:S:1:pos:R:3:forces:R:3:mulliken_charge:R:1 method="wB97M-V/def2-TZVPD" homo_energy_ev=-10.7 relative_energy_kcal_mol=34.0
O -0.30769 0.78869 1.04767 -2.61 -0.14 -0.37 -0.27
O 0.19738 1.24251 -1.16435 1.22 -0.19 1.44 -0.39
O -0.80849 -0.97076 -0.88532 0.22 -1.21 0.07 -0.41
F -2.47343 -0.25240 0.64662 0.42 -0.10 0.07 -0.24
F 2.70881 -0.66119 0.71813 -1.26 -1.45 -0.75 -0.42
S -1.35148 0.28124 -0.40860 -4.06 1.27 0.49 0.71
S 0.90969 0.74887 0.12377 2.72 3.46 -1.60 0.67
S 1.12522 -1.17697 -0.07792 3.34 -1.63 0.66 0.36


43
Properties=species:S:1:pos:R:3:forces:R:3:mulliken_charge:R:1 method="wB97M-V/def2-TZVPD" homo_energy_ev=-4.3 relative_energy_kcal_mol=80.8 charge=-3
Y 0.06835 0.08459 0.02109 0.22 1.18 -0.11 1.69
P -1.20535 2.84787 -1.09041 1.19 2.13 -1.27 1.46
F -0.32765 3.94250 -1.88723 0.09 -0.07 0.51 -0.43
F 0.04364 2.58335 -0.03481 0.42 0.53 0.10 -0.31
F -1.79586 3.98859 -0.06837 0.02 -1.09 -1.05 -0.43
F -1.89498 1.65362 -0.34110 -2.46 -0.30 0.90 -0.28
F -2.36282 3.08577 -2.23112 0.39 -0.69 1.63 -0.38
F -0.49564 1.64282 -1.93288 0.10 0.39 -1.27 -0.22
P -2.74794 -1.06009 -2.27705 -0.68 -0.30 -1.14 1.23
F -3.53302 -0.23818 -1.18360 -1.53 -0.03 0.47 -0.34
F -4.18309 -1.46786 -3.02736 1.67 0.10 0.15 -0.37
F -2.59830 0.29754 -3.16696 -0.41 -1.06 -0.26 -0.38
F -1.71991 -1.85963 -3.25870 -1.15 0.55 -0.44 -0.39
F -1.44160 -0.55444 -1.45202 1.48 -0.41 0.64 0.00
F -2.78268 -2.41141 -1.39807 -0.52 0.31 0.13 -0.36
P -1.80353 0.19731 2.64571 1.51 -0.69 0.76 1.30
F -3.02928 1.16804 2.24288 0.12 -1.47 1.13 -0.37
F -0.80948 1.27922 1.86799 0.05 0.89 -0.04 -0.30
F -1.49276 0.94724 4.03020 -0.88 -0.48 -0.41 -0.39
F -0.43597 -0.65846 2.71668 0.87 -0.32 1.44 -0.34
F -2.56380 -1.09216 3.37136 -0.22 2.39 -0.84 -0.40
F -1.88171 -0.54159 1.19856 -1.66 -0.43 -1.44 -0.24
P 2.37553 -0.25737 -2.17183 1.83 0.93 -2.20 1.34
F 2.61651 0.70310 -3.51143 -0.63 -1.77 0.75 -0.42
F 1.84787 1.03298 -1.38986 -0.04 2.21 1.01 -0.19
F 0.80667 -0.49923 -2.43722 -0.48 -0.51 -1.28 -0.32
F 2.14225 -0.99842 -0.79050 0.73 -1.45 1.55 -0.26
F 2.67709 -1.69966 -2.93545 0.62 2.15 0.73 -0.41
F 3.90566 0.17325 -1.71784 -0.98 -1.58 -0.69 -0.42
P 2.72354 1.56532 2.27728 1.19 3.78 -0.36 1.38
F 1.59220 1.46691 3.36665 0.55 -1.05 1.45 -0.35
F 3.55743 2.70012 3.01425 1.06 -0.02 3.50 -0.38
F 3.64933 0.31476 2.75643 -1.32 0.52 0.63 -0.39
F 3.77175 1.83491 1.14221 1.28 -1.22 -2.66 -0.38
F 1.84338 0.66815 1.31602 -0.93 -2.39 -1.31 -0.64
F 1.91480 2.84102 1.68820 -1.33 0.52 -0.72 -0.36
P 0.48286 -3.41799 0.61538 1.43 -1.15 3.46 1.26
F -0.38106 -4.42659 -0.31384 0.01 1.21 0.73 -0.39
F 1.80821 -3.62022 -0.29049 -0.71 0.58 -0.30 -0.38
F 0.02534 -2.13766 -0.22633 -1.48 -0.04 -1.49 -0.40
F 1.22720 -2.27114 1.55627 2.22 -0.17 -0.70 -0.35
F -0.61801 -3.14124 1.82684 -1.55 -1.54 -2.13 -0.33
F 1.02482 -4.66563 1.48047 -0.07 -0.17 0.45 -0.37


13
Properties=species:S:1:pos:R:3:forces:R:3:mulliken_charge:R:1 method="wB97M-V/def2-TZVPD" spin_multiplicity=7 homo_energy_ev="-5.7 / -5.7" s2=12.114 charge=-1
Fe -0.00825 -0.57152 2.96644 3.15 2.18 -1.14 1.23
Pt 2.58072 0.48623 -1.65860 0.26 -1.93 0.66 0.72
N -1.08412 2.29542 -0.16087 2.51 -0.15 -1.10 0.89
O -1.08129 1.72754 0.91419 -0.84 -1.95 3.51 -0.60
O 0.03248 2.45896 -0.69459 0.69 0.43 -1.12 -0.62
O -2.10043 2.66127 -0.68468 -2.03 0.82 -0.97 -0.62
N -1.53163 -1.86156 -0.99820 -1.08 0.39 -2.22 1.25
O -1.33214 -2.32011 0.04265 1.07 -2.28 5.72 -0.50
O -2.52732 -2.15630 -1.60793 -1.62 -0.08 -1.62 -0.45
O -0.73222 -1.11150 -1.47000 1.70 2.11 -1.76 -0.30
F 2.27943 -0.59362 1.12917 -1.63 0.08 0.64 -0.69
F 3.77832 -2.11610 -2.35106 -0.73 1.70 0.23 -0.78
F 1.72647 1.10133 4.57348 -1.45 -1.31 -0.84 -0.53


10
Properties=species:S:1:pos:R:3:forces:R:3:mulliken_charge:R:1 method="wB97M-V/def2-TZVPD" homo_energy_ev=-9.8 relative_energy_kcal_mol=45.0
F 2.55154 -0.64713 0.82938 -1.54 -0.29 -0.25 -0.27
F 1.77743 -0.71771 -1.62418 -0.96 -0.29 1.01 -0.26
F 2.07690 1.37454 -0.42179 -1.06 -0.30 0.40 -0.27
Si -0.89818 0.12988 0.16646 -1.22 2.32 -1.90 0.18
Si 1.40852 -0.08411 -0.17375 3.36 1.23 -1.13 0.88
S -1.77290 0.09499 2.11241 -0.02 -0.27 0.26 -0.30
S -1.82755 -1.43554 -1.02622 1.04 0.13 -0.10 -0.30
H -1.48775 1.89059 -0.83573 1.19 -2.61 1.64 0.01
H -1.06538 0.95852 2.89277 0.04 -0.18 -0.79 0.17
H -0.76263 -1.56402 -1.91934 -0.83 0.26 0.87 0.16


9
Properties=species:S:1:pos:R:3:forces:R:3:mulliken_charge:R:1 method="wB97M-V/def2-TZVPD" homo_energy_ev="-10.2 / -8.7" relative_energy_kcal_mol=105.6
F 0.76548 -2.32153 -1.03841 -0.10 0.18 0.23 -0.28
F 0.89886 1.61072 -1.58699 0.12 -0.13 0.61 -0.24
F -0.58992 1.56724 0.49970 0.33 -0.31 -0.16 -0.23
Si -0.46463 -1.26398 -1.08171 1.73 -0.67 -0.43 0.49
Si 0.55487 0.72312 -0.26969 -0.28 1.08 -0.91 0.51
S 2.89592 2.89964 1.67529 -0.25 0.25 1.44 -0.21
H -1.29651 -1.38687 0.02518 -1.28 -0.49 1.56 -0.11
H -1.15127 -1.75281 -2.25297 -0.41 0.51 -0.75 -0.11
H 2.71508 3.20218 3.04911 0.14 -0.42 -1.60 0.17


9
Properties=species:S:1:pos:R:3:forces:R:3:mulliken_charge:R:1 method="wB97M-V/def2-TZVPD" homo_energy_ev=-11.4 smiles="O=S(=O)(NF)N(F)F" relative_energy_kcal_mol=18.1
N -1.16069 0.15149 0.80129 -1.09 -1.49 -0.63 -0.15
N 0.52733 -0.91909 -0.83323 -0.67 -0.79 -0.91 0.22
O 0.12646 1.67410 -0.73197 0.81 -1.22 0.66 -0.50
O 1.25889 0.45375 1.21657 0.26 0.90 0.63 -0.50
F -1.99897 -0.07411 -0.33049 0.26 0.41 0.79 -0.16
F 0.93043 -2.07085 -0.14616 -0.52 1.47 0.50 -0.17
F 1.66880 -0.62908 -1.51950 0.35 0.48 -0.23 -0.16
S 0.31277 0.57904 0.17750 0.13 -0.01 -0.74 1.13
H -1.66502 0.83475 1.36599 0.46 0.24 -0.08 0.30


9
Properties=species:S:1:pos:R:3:forces:R:3:mulliken_charge:R:1 method="wB97M-V/def2-TZVPD" homo_energy_ev=-11.3 smiles="O=S(=O)(NF)N(F)F" relative_energy_kcal_mol=35.6
N -0.40635 -0.32045 0.21276 -0.63 3.87 -1.11 -0.15
N 0.04140 1.38022 -2.28992 0.30 -0.53 -0.21 0.23
O -2.34786 1.11360 -1.39662 3.26 0.70 1.30 -0.49
O -0.69658 2.41606 0.03897 0.63 1.08 0.16 -0.48
F -1.27801 -1.24778 -0.20276 -0.82 -1.50 -0.68 -0.11
F -0.08292 0.10344 -2.90324 0.15 1.39 1.15 -0.15
F 1.27826 1.36620 -1.68413 0.19 -0.25 -0.50 -0.14
S -0.99805 1.36302 -0.84200 -3.60 -4.29 -1.01 0.99
H -0.98847 0.16727 0.91203 0.51 -0.47 0.91 0.30


12
Properties=species:S:1:pos:R:3:forces:R:3:mulliken_charge:R:1 method="wB97M-V/def2-TZVPD" spin_multiplicity=3 homo_energy_ev="-0.5 / -1.4" s2=2.006 charge=-2
V -0.04715 -0.40215 0.27559 -13.92 3.96 0.15 1.77
F -0.65176 -2.00820 0.48612 -0.98 -2.85 -0.04 -0.74
F -1.40067 1.01508 -0.27591 0.90 -1.29 1.50 -0.74
F 1.46246 -0.41193 0.07170 13.53 -0.24 -2.40 -0.52
N -0.03815 0.87007 -3.39778 -1.95 4.12 -1.86 0.82
O -1.02753 1.57650 -3.93771 1.30 -1.86 0.56 -0.70
O -0.02570 0.65442 -2.23315 -0.87 -1.52 3.26 -0.43
O 0.97025 0.67766 -4.03095 2.07 -1.04 -2.82 -0.65
N 0.19806 -0.51358 3.39126 -1.04 -0.19 -6.28 1.04
O 0.18048 0.21879 2.04540 0.66 0.53 5.67 -0.71
O -0.31515 -1.58417 3.22791 -0.39 -1.06 1.29 -0.53
O 0.69486 -0.09250 4.37750 0.71 1.45 0.98 -0.61


7
Properties=species:S:1:pos:R:3:forces:R:3:mulliken_charge:R:1 method="wB97M-V/def2-TZVPD" homo_energy_ev=-11.8 relative_energy_kcal_mol=4.7
N -0.96693 0.48579 -1.59051 -0.13 0.11 0.21 -0.19
O -0.45557 -1.07842 1.25499 -0.01 -0.30 0.30 -0.37
F 0.66729 -0.95625 -3.09354 -0.53 0.33 1.49 -0.34
F 0.10818 0.63436 2.98450 -0.51 -0.54 -1.92 -0.25
F 1.12633 0.73615 0.78604 -1.50 -0.33 0.87 -0.25
S 0.04485 -0.51954 -1.52948 0.73 -0.63 -2.37 0.52
S -0.37686 0.32336 1.41275 1.95 1.36 1.43 0.88